Record 1
Entry from the Open Molecules 2025 dataset: 2 unconnected molecules or ions with the total composition C15H19F3NO6S2 in a non-equilibrium geometry (wB97M-V/def2-TZVPD).

The geometry in XYZ format:
```
46
Properties=species:S:1:pos:R:3:nbo_charge:R:1
C 1.698 0.311 -0.850 -0.461
N 2.961 0.543 -0.188 -0.793
S 4.257 0.279 -1.372 0.371
C 5.545 -0.398 -0.199 0.844
F 6.446 0.635 -0.054 -0.331
F 5.078 -0.796 1.010 -0.311
F 6.226 -1.465 -0.695 -0.331
S 3.084 1.850 0.993 2.288
C 1.988 1.069 2.145 -0.354
C 0.683 1.565 2.187 -0.156
C -0.313 0.651 1.874 -0.224
C -0.058 -0.718 1.922 -0.129
C 1.203 -1.182 2.320 -0.265
C 2.243 -0.276 2.499 -0.184
O 4.445 1.833 1.468 -0.931
O 2.444 3.056 0.549 -0.914
H 1.935 -0.416 -1.641 0.219
H 0.938 -0.176 -0.239 0.243
H 1.267 1.225 -1.278 0.219
H 0.456 2.609 2.373 0.233
H -1.244 1.074 1.527 0.259
H -0.860 -1.402 1.680 0.232
H 1.413 -2.242 2.489 0.215
H 3.219 -0.539 2.911 0.234
H -1.453 -1.020 -0.626 0.193
C -1.852 -0.035 -0.849 -0.703
C -1.891 0.360 -2.235 0.755
O -2.152 1.442 -2.748 -0.666
O -1.485 -0.728 -2.980 -0.571
C -2.041 -0.824 -4.319 -0.073
C -1.127 -1.743 -5.104 -0.623
C -2.901 0.456 0.016 0.730
O -3.550 1.471 -0.176 -0.691
O -3.008 -0.293 1.164 -0.580
C -3.986 0.128 2.167 -0.078
C -3.294 0.001 3.505 -0.622
H -3.065 -1.237 -4.215 0.161
H -2.066 0.169 -4.799 0.198
H -1.646 -2.119 -5.991 0.195
H -0.275 -1.152 -5.469 0.202
H -0.782 -2.567 -4.460 0.213
H -4.302 1.182 2.074 0.208
H -4.835 -0.568 2.057 0.169
H -4.000 0.157 4.325 0.197
H -2.796 -0.976 3.614 0.205
H -2.547 0.804 3.618 0.209
```

gap between HOMO and LUMO: 0.2109 Ha
energy above the lowest of the compared OMol25 structures with the same formula, charge and spin: 1.514 eV
charge: -1
molecular weight: 430.45 g/mol
maximum force: 2.5 eV Å⁻¹

---

Record 2
Entry from the Open Molecules 2025 dataset: a molecular structure, C15H19I2N4OTi (wB97M-V/def2-TZVPD).

The geometry in XYZ format:
```
42
Properties=species:S:1:pos:R:3:nbo_charge:R:1
Ti -0.630 -0.533 -0.490 1.763
I 5.544 3.251 -0.501 0.261
C 3.906 2.038 -0.899 -0.152
C 4.080 0.665 -1.034 -0.239
C 2.987 -0.146 -1.304 -0.206
I 3.225 -2.205 -1.479 0.231
C 1.731 0.423 -1.453 0.269
O 0.633 -0.350 -1.744 -0.770
C 1.543 1.796 -1.283 -0.122
C 0.143 2.340 -1.364 -0.231
N -0.735 1.697 -0.322 -0.670
C -0.337 2.118 1.042 -0.284
C -0.677 1.073 2.067 0.247
C -0.812 1.386 3.407 -0.222
C -1.038 0.371 4.321 -0.075
C -1.132 -0.941 3.870 -0.227
C -0.999 -1.179 2.524 0.073
N -0.773 -0.198 1.624 -0.614
C 2.640 2.600 -1.011 -0.210
H 5.064 0.229 -0.927 0.258
H 0.148 3.422 -1.222 0.228
H -0.304 2.128 -2.336 0.234
H -1.681 2.036 -0.486 0.403
H 0.749 2.246 1.044 0.254
H -0.775 3.081 1.307 0.243
H -0.736 2.416 3.729 0.255
H -1.143 0.598 5.374 0.259
H -1.308 -1.760 4.552 0.262
H -1.078 -2.184 2.133 0.206
H 2.509 3.668 -0.889 0.243
N -2.401 -1.054 -1.686 -0.884
C -2.093 -2.371 -2.331 -0.241
C -1.671 -3.353 -1.259 -0.238
N -0.524 -2.780 -0.504 -0.891
H -3.275 -1.144 -1.168 0.410
H -2.603 -0.373 -2.416 0.417
H -1.280 -2.204 -3.039 0.228
H -2.952 -2.748 -2.885 0.243
H -1.422 -4.315 -1.707 0.243
H -2.490 -3.521 -0.556 0.212
H 0.340 -2.902 -1.043 0.425
H -0.370 -3.320 0.342 0.409
```

gap between HOMO and LUMO (spin up / spin down): 0.2542 / 0.2591 Ha
energy above the lowest of the compared OMol25 structures with the same formula, charge and spin: 0.028 eV
2S+1: 2
charge: +2
molecular weight: 573.02 g/mol
maximum force: 0.2 eV Å⁻¹
<S²>: 0.75

---

Record 3
Entry from the Open Molecules 2025 dataset: C15H19N3OS in the gas phase in a non-equilibrium geometry (wB97M-V/def2-TZVPD).

The geometry in XYZ format:
```
39
Properties=species:S:1:pos:R:3:nbo_charge:R:1
C 0.619 -0.701 -2.350 -0.645
C 1.722 -0.091 -1.522 -0.080
C 1.420 1.086 -0.738 -0.044
C 0.016 1.681 -0.566 -0.435
C -0.788 1.010 0.549 -0.186
C -0.187 0.250 1.559 0.119
N -0.938 -0.312 2.484 -0.513
C -2.237 -0.099 2.507 0.444
C -2.998 -0.817 3.589 -0.276
C -4.514 -0.993 3.453 -0.410
C -3.968 0.072 4.376 -0.405
N -2.912 0.657 1.632 -0.528
C -2.145 1.176 0.676 0.407
N -2.873 1.750 -0.254 -0.780
C 2.526 1.659 -0.185 -0.397
S 3.926 0.660 -0.468 0.393
C 3.029 -0.491 -1.485 -0.161
C 3.732 -1.668 -2.129 -0.470
C 4.213 -1.406 -3.528 -0.052
O 5.000 -0.237 -3.620 -0.719
H -0.360 -0.832 -1.754 0.226
H 0.418 -0.097 -3.263 0.222
H 0.876 -1.730 -2.723 0.223
H -0.508 1.586 -1.529 0.204
H 0.052 2.737 -0.320 0.231
H 0.877 0.106 1.628 0.204
H -2.482 -1.676 4.023 0.241
H -4.999 -0.690 2.533 0.224
H -4.863 -1.914 3.884 0.211
H -4.129 1.103 4.016 0.230
H -4.087 -0.072 5.464 0.218
H -3.858 1.464 -0.200 0.409
H -2.433 1.873 -1.158 0.383
H 2.526 2.552 0.411 0.240
H 4.602 -1.951 -1.518 0.228
H 3.039 -2.558 -2.113 0.228
H 3.350 -1.354 -4.228 0.154
H 4.833 -2.263 -3.872 0.186
H 4.503 0.529 -3.259 0.474
```

gap between HOMO and LUMO: 0.3374 Ha
energy above the lowest of the compared OMol25 structures with the same formula, charge and spin: 2.282 eV
molecular weight: 289.40 g/mol
SMILES: Cc1c(Cc2cnc(C3CC3)nc2N)csc1CCO
maximum force: 3.4 eV Å⁻¹

---

Record 4
Entry from the Open Molecules 2025 dataset: a molecular structure, C15H20BiI2N3O in a non-equilibrium geometry (wB97M-V/def2-TZVPD).

The geometry in XYZ format:
```
42
Properties=species:S:1:pos:R:3:nbo_charge:R:1
C -0.053 -0.423 -4.799 -0.786
I -1.728 -3.320 -1.697 -0.700
H -0.173 -1.547 -4.720 0.243
H 0.979 -0.219 -5.063 0.222
H -0.645 -0.076 -5.666 0.153
C 4.121 0.698 -0.195 -0.085
C 2.188 -0.284 -0.835 0.161
N 2.733 0.652 -0.019 -0.371
H 5.389 -0.595 -1.456 0.206
I 1.049 -2.586 1.328 -0.699
N 3.241 -0.901 -1.434 -0.390
H 4.725 1.381 0.339 0.207
Bi -0.096 -1.048 -0.968 1.298
C -0.320 0.010 -3.470 0.255
O -0.895 0.959 -2.946 -0.644
C 4.429 -0.271 -1.073 -0.095
C 3.163 -2.116 -2.228 -0.410
H 3.040 -3.006 -1.585 0.233
H 4.089 -2.225 -2.815 0.187
H 2.304 -2.071 -2.919 0.241
C 2.013 1.412 0.977 -0.439
H 2.370 2.449 0.987 0.179
H 2.171 0.984 1.977 0.210
H 0.936 1.385 0.761 0.307
C -1.235 2.956 1.793 -0.633
C -2.026 1.754 2.173 -0.149
C -2.825 1.790 3.307 -0.216
C -3.616 0.691 3.677 -0.370
C -3.587 -0.480 2.916 -0.208
C -2.813 -0.573 1.775 -0.137
C -2.854 -1.832 0.995 -0.643
C -1.944 0.529 1.377 0.276
N -1.101 0.486 0.376 -1.141
H -0.872 2.861 0.772 0.242
H -0.375 3.101 2.458 0.176
H -1.853 3.856 1.872 0.181
H -2.851 2.701 3.916 0.165
H -4.271 0.742 4.564 0.166
H -4.196 -1.347 3.202 0.172
H -2.009 -2.477 1.249 0.223
H -3.773 -2.399 1.172 0.190
H -2.833 -1.599 -0.073 0.223
```

gap between HOMO and LUMO: 0.1489 Ha
energy above the lowest of the compared OMol25 structures with the same formula, charge and spin: 0.000 eV
charge: -2
molecular weight: 721.13 g/mol
maximum force: 5.2 eV Å⁻¹